Molecular formula: C10H16BrF9NO11P2S3
Method: DFT, wB97M-V/def2-TZVPD

```
! RIJCOSX wB97M-V def2-TZVPD def2/J DEFGRID3
* xyz -1 1
C 3.5638 -0.8410 2.7222
C 2.3362 -0.9734 3.7640
C 0.9518 -1.4146 3.1116
Br -0.2231 -1.9494 4.6587
P 0.1341 -0.2710 1.8645
C 1.2009 0.5734 0.5002
C -1.7222 0.0450 2.0021
C -2.6850 -1.2108 2.1396
O -3.3936 -1.5601 0.8946
C -3.8705 -2.8878 1.1583
O -5.0872 -3.1365 1.1671
P -0.1014 -1.9087 0.3938
O -0.9652 -1.5596 -0.8118
O 1.4899 -2.2184 -0.2344
O -0.6435 -3.3926 1.0282
S 0.4480 1.5458 3.0302
O 0.1132 1.3875 4.5066
O 1.8838 2.0666 3.0092
C -0.5555 3.0493 2.4644
F -0.9791 3.0023 1.1323
F 0.2494 4.2163 2.5831
F -1.6913 3.2774 3.2700
H 3.3491 -1.4910 1.8143
H 3.6939 0.2570 2.4000
H 4.5563 -1.1215 3.2301
H 2.2651 -0.0752 4.4792
H 2.6441 -1.8453 4.4570
H 1.1819 -2.4121 2.5845
H 0.8469 0.2857 -0.5560
H 2.2934 0.2719 0.5534
H 1.1540 1.7063 0.5409
H -2.0656 0.6295 1.0712
H -1.8775 0.6525 2.9711
H -3.5387 -0.8886 2.8496
H -2.2451 -2.1433 2.6145
H -3.1369 -3.7427 1.3764
H 1.5728 -3.1859 -0.3678
H -0.0544 -4.1117 0.6953
C -0.8252 1.8337 -2.5754
F -0.7873 1.4690 -1.2740
F -2.1268 1.8519 -2.9312
F -0.4121 3.1197 -2.6231
S 0.1745 0.7452 -3.6507
O -0.4182 -0.5672 -3.4967
O 1.5264 0.8722 -3.1318
N -0.1309 1.4998 -5.0110
S 0.5883 0.8546 -6.2688
O 0.0932 -0.4392 -6.6998
O 2.0291 1.0119 -6.3375
C -0.0606 2.0291 -7.5091
F 0.2974 3.3048 -7.2420
F -1.4110 2.0260 -7.5594
F 0.3706 1.7630 -8.7572
*
```

For the HOMO energy, the calculation gives -6.654 eV. Its LUMO energy is 1.239 eV. As for the frontier orbital gap: 7.89 eV. The total energy is -6623.091657 Eh.

Atomic partial charges in e from the Löwdin method, atoms 1 to 4:
1 C -0.109
2 C -0.335
3 C -0.756
4 Br 0.699

***

Molecular formula: C10H16Cl2EuINOP
Method: DFT, wB97M-V/def2-TZVPD

```
! RIJCOSX wB97M-V def2-TZVPD def2/J DEFGRID3
* xyz 2 7
C -2.0195 0.6118 1.6486
I -2.7984 0.3810 -1.0601
H -1.1375 1.1654 1.2954
H -1.8227 -0.4646 1.5700
H -2.1478 0.8531 2.7147
Eu 2.0574 -0.7990 -0.8793
P 1.0240 1.9936 -0.6768
C -0.2198 3.2485 -1.1376
C 2.1540 3.0215 0.3380
H 3.0528 1.5702 -2.0627
H 2.0248 2.9109 -2.6876
H 1.5267 1.2094 -2.9585
C 2.0132 1.9040 -2.2478
H 2.9718 2.3889 0.7102
H 2.5480 3.8635 -0.2471
H 0.2858 4.1436 -1.5295
H -0.8077 3.5131 -0.2479
H 1.5841 3.4005 1.1967
H -0.9042 2.8329 -1.8891
C -3.2501 1.0146 0.9258
O -4.2626 1.5474 1.2807
Cl 3.6753 -0.3983 1.0431
Cl -3.1291 -4.3133 -0.6799
C -1.5753 -3.8792 -0.1115
C -1.0766 -4.4350 1.0713
C 0.1622 -4.0062 1.5415
C 0.8777 -3.0628 0.7942
N 0.3905 -2.5477 -0.3492
C -0.8190 -2.9351 -0.8167
H -1.6649 -5.1785 1.5992
H 0.5925 -4.3749 2.4716
H 1.8737 -2.7048 1.1114
H -1.1793 -2.4748 -1.7309
*
```

For the HOMO energy (alpha / beta), the calculation gives -15.308 / -15.355 eV. Its LUMO energy (alpha / beta) is -11.253 / -7.881 eV. As for the frontier orbital gap (alpha / beta): 4.06 / 7.47 eV. The total energy is -2789.806293 Eh.

Atomic partial charges in e from the Löwdin method, atoms 1 to 4:
1 C -0.179
2 I 0.889
3 H 0.036
4 H 0.065

***

Molecular formula: C10H16F3NO6S
Method: DFT, wB97M-V/def2-TZVPD

```
! RIJCOSX wB97M-V def2-TZVPD def2/J DEFGRID3
* xyz 0 1
C 0.3538 -1.4066 -1.5510
C 1.5811 -0.6889 -0.7347
C 1.4943 -0.9089 0.9211
N 0.1379 -1.4720 1.2837
C 0.1233 -2.1501 2.6373
C 1.0782 -3.4843 2.7505
O 1.3475 -4.1208 1.4186
C 2.5230 -3.2383 3.4845
F 3.7048 -3.6292 2.6278
F 2.7827 -1.8264 3.8876
F 2.5058 -4.0241 4.7746
C -0.8523 -0.3074 1.4343
O -0.6554 0.7299 2.2901
O -2.0967 -0.1899 0.6039
S -2.1324 1.5122 0.2487
H 0.0961 -2.5027 -1.1823
H 0.6646 -1.5287 -2.6968
H -0.5760 -0.6714 -1.4789
H 2.5816 -1.2138 -1.1086
H 1.6570 0.4587 -0.9550
H 1.7233 0.1533 1.3811
H 2.4059 -1.5928 1.1884
H -0.9946 -2.5377 2.7973
H 0.2920 -1.3668 3.5222
H 0.5102 -4.3153 3.3904
H 1.7237 -5.0585 1.5643
H -1.3400 1.5920 -0.9324
O 0.1808 2.8791 -3.1455
C -0.8334 3.5567 -3.1502
O -1.6590 3.7177 -2.0751
C -2.5787 4.7392 -2.4123
C -2.5884 4.7129 -3.9064
O -1.2909 4.2520 -4.2322
H -3.5636 4.5303 -1.9858
H -2.2123 5.6907 -2.0131
H -3.3250 4.0088 -4.3074
H -2.7691 5.7009 -4.3388
*
```

As for the SMILES: CCCN(C[C@@H](O)C(F)(F)F)C(=O)OS.O=C1OCCO1. For the HOMO energy, the calculation gives -9.200 eV. Its LUMO energy is 0.063 eV. As for the frontier orbital gap: 9.26 eV. The total energy is -1594.381042 Eh.

Atomic partial charges in e from the Löwdin method, atoms 1 to 4:
1 C -0.142
2 C -0.203
3 C -0.167
4 N -0.091

***

Molecular formula: C10H16N
Method: DFT, wB97M-V/def2-TZVPD

```
! RIJCOSX wB97M-V def2-TZVPD def2/J DEFGRID3
* xyz 1 3
C 2.1840 -1.4802 0.8721
C 1.5204 -0.7924 1.9559
C 1.7999 -1.4415 -0.3467
C 0.3264 -0.2255 1.7071
C 0.5616 0.8996 -0.6134
C 0.5520 -0.6849 -0.7599
C -0.2537 -0.0259 0.2673
C -0.4484 0.3139 2.8220
C 0.0875 1.7892 -1.7906
C -1.7450 -0.1652 0.1839
N -0.1269 -1.1300 -1.9315
H 3.2124 -1.8081 1.0694
H 2.0217 -1.0058 2.8591
H 2.3319 -1.9712 -1.0876
H 1.5032 1.2613 -0.2677
H -1.2289 -0.5022 3.0840
H -0.9735 1.1846 2.6397
H 0.2264 0.4593 3.6651
H -0.6935 1.3548 -2.5229
H 1.0301 2.0253 -2.3706
H -0.2536 2.7140 -1.2956
H -1.9639 -1.2391 0.3019
H -2.3201 0.4178 -0.6109
H -2.0606 0.3756 1.0839
H -1.1512 -1.3353 -1.5359
H 0.2676 -1.9917 -2.3098
H -0.0193 -0.4286 -2.7360
*
```

For the HOMO energy (alpha / beta), the calculation gives -8.769 / -13.608 eV. Its LUMO energy (alpha / beta) is -3.311 / -5.533 eV. As for the frontier orbital gap (alpha / beta): 5.46 / 8.07 eV. The total energy is -444.930624 Eh. The calculation puts the energy relative to the best compared isomer or geometry (same formula, charge and spin) at 0.0 kJ/mol.

Atomic partial charges in e from the Löwdin method, atoms 1 to 4:
1 C -0.102
2 C -0.005
3 C -0.026
4 C -0.195

***

Molecular formula: C10H16N2O6P
Method: DFT, wB97M-V/def2-TZVPD

```
! RIJCOSX wB97M-V def2-TZVPD def2/J DEFGRID3
* xyz -1 1
C 2.9587 -2.3648 0.9180
C 2.3894 -0.9501 1.0948
P 0.6579 -0.8326 0.4566
C 0.8266 -1.5226 -1.2359
C 0.4744 0.9736 0.1521
C -0.6473 1.6894 0.2970
C -2.0663 1.3415 0.6275
C -2.5640 -0.0357 0.1567
C -2.7499 -1.0701 1.2759
N -4.0916 -1.1031 1.8816
C -0.3158 3.1257 0.0601
O -1.0149 4.0801 0.2463
O 0.9679 3.2250 -0.3468
C 1.5490 1.9564 -0.2363
O 2.7264 1.8374 -0.3242
H 2.1868 -3.1403 0.9737
H 3.7027 -2.5795 1.6900
H 3.4549 -2.4537 -0.0505
H 3.0172 -0.2254 0.5831
H 2.3659 -0.6789 2.1553
H 1.5827 -1.0681 -1.8905
H -0.1427 -1.4330 -1.7337
H 1.0308 -2.5910 -1.1047
H -2.2071 1.4453 1.7132
H -2.6750 2.1372 0.1899
H -1.9024 -0.4236 -0.6221
H -3.5411 0.1072 -0.3210
H -2.0335 -0.8642 2.0758
H -2.5177 -2.0724 0.9095
H -4.7355 -1.5549 1.2395
H -4.4406 -0.1536 1.9837
N 1.9737 1.2937 -3.2655
O 0.8619 1.3506 -2.6654
O 2.5461 0.1889 -3.3545
O 2.4927 2.3187 -3.7082
*
```

For the HOMO energy, the calculation gives -4.914 eV. Its LUMO energy is 2.528 eV. As for the frontier orbital gap: 7.44 eV. The total energy is -1292.924384 Eh. The calculation puts the energy relative to the best compared isomer or geometry (same formula, charge and spin) at 102.3 kJ/mol.

Atomic partial charges in e from the Löwdin method, atoms 1 to 4:
1 C -0.179
2 C -0.424
3 P 0.991
4 C -0.273

***

Molecular formula: C10H16N2O8
Method: DFT, wB97M-V/def2-TZVPD

```
! RIJCOSX wB97M-V def2-TZVPD def2/J DEFGRID3
* xyz 0 1
O -3.3252 -1.5765 0.2571
C -3.1514 -0.3877 0.1397
O -3.4606 0.4775 1.0919
C -2.5907 0.2766 -1.1097
N -1.2865 0.8599 -0.8394
C -0.3443 0.7577 -1.9441
C 0.4071 -0.5786 -1.8985
N 1.2754 -0.6483 -0.7258
C 1.1096 -1.8853 0.0219
C -0.2936 -1.8767 0.5948
O -0.7468 -0.9418 1.2187
O -0.9869 -2.9540 0.2999
C 2.6615 -0.3524 -1.0431
C 3.5488 -0.2860 0.2043
O 4.6099 -0.8445 0.2496
O 3.0831 0.4214 1.2195
C -1.3383 2.1837 -0.2531
C -0.0005 2.4847 0.4159
O 0.5518 3.5459 0.3418
O 0.5235 1.4625 1.0856
H -3.7516 0.0226 1.8997
H -3.3167 1.0293 -1.4562
H -2.4938 -0.4970 -1.8733
H 0.3803 1.5687 -1.8522
H -0.8419 0.8617 -2.9194
H -0.3210 -1.3921 -1.8618
H 0.9843 -0.6950 -2.8249
H 1.2554 -2.7929 -0.5832
H 1.8217 -1.8995 0.8511
H -1.9353 -2.8425 0.5287
H 3.1093 -1.0923 -1.7264
H 2.6992 0.6298 -1.5251
H 2.2088 0.8417 1.0656
H -1.5624 2.9795 -0.9809
H -2.1056 2.1980 0.5247
H -0.0261 0.6345 1.0410
*
```

As for the SMILES: O=C(O)CN(CCN(CC(=O)O)CC(=O)O)CC(=O)O. For the HOMO energy, the calculation gives -9.445 eV. Its LUMO energy is 0.309 eV. As for the frontier orbital gap: 9.75 eV. The total energy is -1102.155286 Eh. The calculation puts the energy relative to the best compared isomer or geometry (same formula, charge and spin) at 0.0 kJ/mol.

Atomic partial charges in e from the Löwdin method, atoms 1 to 4:
1 O 0.085
2 C -0.502
3 O 0.133
4 C -0.066

***

Molecular formula: C10H16N5
Method: DFT, wB97M-V/def2-TZVPD

```
! RIJCOSX wB97M-V def2-TZVPD def2/J DEFGRID3
* xyz 1 1
C -2.5167 -0.6918 -2.0911
C -1.9230 -0.4108 -0.9372
N -0.7061 0.2558 -0.7518
C -0.4656 1.4082 -1.6881
C -0.1664 0.0729 0.5033
C 0.8529 0.3902 1.4116
N 1.9835 0.9898 1.0672
C 2.8805 1.4458 2.1326
C 2.6693 0.6439 -0.1614
N 0.6095 0.1490 2.6765
C -0.4298 -0.3948 3.1763
N -1.4441 -0.9295 2.4491
C -1.3785 -0.7241 1.2076
N -2.3493 -1.0878 0.2429
C -2.4866 -2.6077 0.1401
H -3.5864 -0.9901 -2.0401
H -2.4277 -0.1581 -2.9865
H -0.3893 1.1056 -2.6318
H -1.3249 2.1543 -1.6167
H 0.4674 1.8408 -1.4032
H 2.9076 2.5709 2.1183
H 2.5675 1.1944 3.2006
H 3.8613 0.9559 1.8336
H 2.0249 0.6223 -0.9964
H 3.4509 1.2646 -0.3614
H 3.1346 -0.3790 0.0031
H -0.4697 -0.7761 4.1906
H -3.2768 -0.7018 0.5946
H -1.8323 -3.0081 0.9323
H -3.5858 -2.9853 0.2100
H -2.0053 -2.7377 -0.8319
*
```

As for the SMILES: C=C1N(C)c2c(N(C)C)ncnc2[N@@H+]1C. For the HOMO energy, the calculation gives -10.991 eV. Its LUMO energy is -3.546 eV. As for the frontier orbital gap: 7.45 eV. The total energy is -664.047486 Eh. The calculation puts the energy relative to the best compared isomer or geometry (same formula, charge and spin) at 334.0 kJ/mol.

Atomic partial charges in e from the Löwdin method, atoms 1 to 4:
1 C 0.112
2 C -0.309
3 N -0.040
4 C 0.035

***

Molecular formula: C10H16NO
Method: DFT, wB97M-V/def2-TZVPD

```
! RIJCOSX wB97M-V def2-TZVPD def2/J DEFGRID3
* xyz 1 1
C 2.0480 0.8341 2.5182
C 1.4113 -0.3414 2.4987
C 1.0776 1.8608 0.5657
C -0.4718 -2.2192 -0.2813
C -0.1284 0.3052 -0.9788
C 2.3956 1.2062 1.1175
C 1.2497 -0.4676 0.9844
C 0.1806 0.6266 0.4870
C -1.1320 0.8894 1.2862
C -0.8137 -1.5959 -2.5336
N -0.8481 -1.1197 -1.1084
O 2.4008 -0.0356 0.3897
H 2.1704 1.5803 3.2622
H 0.7718 -0.9828 3.1507
H 0.7444 2.5817 1.3080
H 1.1614 2.1779 -0.5202
H 0.3441 -2.9362 -0.3086
H -0.9727 -2.1571 0.6418
H -0.7744 0.9744 -1.4554
H 0.8372 0.2010 -1.5795
H 3.4593 1.7424 0.9779
H -1.8056 -0.0638 1.4300
H -1.8787 1.7096 1.0763
H -0.8910 1.1297 2.2533
H 0.2151 -1.7826 -3.0198
H -1.4957 -2.4908 -2.6026
H -1.3057 -0.8501 -3.3435
H -1.8438 -0.8662 -0.8274
*
```

For the HOMO energy (alpha / beta), the calculation gives -12.108 / -13.174 eV. Its LUMO energy (alpha / beta) is -4.389 / -3.677 eV. As for the frontier orbital gap (alpha / beta): 7.72 / 9.50 eV. The total energy is -520.133941 Eh. The calculation puts the energy relative to the best compared isomer or geometry (same formula, charge and spin) at 501.0 kJ/mol.

Atomic partial charges in e from the Löwdin method, atoms 1 to 4:
1 C -0.020
2 C 0.040
3 C -0.045
4 C 0.087